Computed, not measured: a single CH3N3O2S molecule, with ωB97M-V with the def2-TZVPD basis set.

Summary:
LUMO: 0.4 eV
multiplicity: 1
largest force on an atom: 5.1 eV/A
ΔE to the lowest compared entry with this formula, charge and spin: 1.419 eV
electronic energy: -752.77899 a.u.
charge: 0
molar mass: 121.12 g mol⁻¹
gap between HOMO and LUMO: 10.358 eV
HOMO: -10.002 eV

Last column: Mulliken charge in e.
Geometry (Å):
1 C -0.983 -0.145 -0.327  0.710
2 N -1.991 -0.434 -1.153  -0.517
3 N -1.327 0.299 0.903  -0.518
4 N 0.360 -0.292 -0.563  -0.437
5 O -3.749 -1.070 0.698  -0.446
6 O -3.789 1.204 -0.287  -0.442
7 S -3.147 -0.031 -0.050  0.905
8 H -0.912 0.376 1.795  0.224
9 H 0.622 -0.122 -1.537  0.276
10 H 0.887 0.189 0.174  0.244

Cartesian forces, eV/Å:
C 1.709 0.086 2.216
N -0.251 0.488 0.809
N -3.824 -0.318 -3.285
N -0.507 0.374 -0.772
O -0.485 -0.302 -0.446
O -0.413 0.116 -0.253
S 2.779 0.276 1.498
H 0.771 -0.176 0.553
H 0.227 -0.226 0.693
H -0.005 -0.318 -1.014

---

Computed, not measured: a molecular structure, C23H50IN9O2P2S, with ωB97M-V with the def2-TZVPD basis set.

Summary:
LUMO: -0.8 eV
multiplicity: 1
largest force on an atom: 7.2 eV/A
electronic energy: -2928.09735 a.u.
charge: 0
molar mass: 705.63 g mol⁻¹
gap between HOMO and LUMO: 7.146 eV
HOMO: -7.965 eV

Last column: Mulliken charge in e.
Geometry (Å):
1 C -1.875 1.164 -0.204  -1.015
2 C -1.852 -0.266 -0.889  -0.450
3 C -1.381 -1.329 0.177  -0.510
4 C -0.245 -2.246 -0.434  -0.667
5 C 1.153 -2.047 0.258  -0.924
6 C 2.067 -1.002 -0.420  1.267
7 C 2.466 -1.147 -1.841  0.806
8 N 2.005 -2.271 -2.615  -0.590
9 C 3.328 -0.255 -2.519  -0.973
10 C 3.905 0.896 -1.847  0.549
11 N 4.754 1.820 -2.353  -0.768
12 S 4.978 2.858 -1.082  0.182
13 N 4.090 2.164 0.092  -0.568
14 C 3.500 1.062 -0.427  1.006
15 C 2.609 0.140 0.278  -1.418
16 I 2.259 0.640 2.332  0.070
17 H -2.750 1.713 -0.593  0.349
18 H -1.986 1.028 0.889  0.330
19 H -0.915 1.670 -0.404  0.138
20 H -2.839 -0.545 -1.299  0.421
21 H -1.133 -0.241 -1.730  0.220
22 H -2.279 -1.931 0.429  0.215
23 H -1.007 -0.880 1.114  0.377
24 H -0.573 -3.286 -0.209  0.235
25 H -0.235 -2.166 -1.531  0.275
26 H 0.963 -1.797 1.320  0.384
27 H 1.672 -3.030 0.262  0.304
28 H 2.441 -2.196 -3.533  0.289
29 H 1.014 -2.130 -2.818  0.244
30 H 3.618 -0.428 -3.568  0.212
31 O -0.559 5.568 -3.280  -0.871
32 P 0.897 5.990 -3.435  1.084
33 N 1.318 5.887 -1.774  0.153
34 C 2.326 6.659 -1.076  -1.084
35 C 1.082 4.626 -1.086  -1.115
36 N 0.540 7.657 -3.796  0.137
37 C 0.132 8.545 -2.719  -0.960
38 C -0.380 7.813 -4.919  -1.157
39 N 2.578 6.281 -3.892  0.007
40 C 3.359 5.034 -3.976  -0.932
41 C 2.883 7.077 -5.090  -0.958
42 H 3.226 6.063 -0.869  0.248
43 H 1.922 7.009 -0.121  0.362
44 H 2.650 7.539 -1.626  0.388
45 H 1.955 3.962 -1.153  0.255
46 H 0.231 4.091 -1.506  0.312
47 H 0.859 4.796 -0.029  0.386
48 H -0.696 8.135 -2.128  0.309
49 H -0.182 9.512 -3.118  0.348
50 H 0.962 8.768 -2.049  0.214
51 H -1.420 7.615 -4.637  0.326
52 H -0.117 7.127 -5.730  0.371
53 H -0.316 8.826 -5.327  0.349
54 H 4.427 5.251 -3.895  0.415
55 H 3.174 4.498 -4.911  0.357
56 H 3.113 4.356 -3.155  0.069
57 H 2.639 8.125 -4.939  0.264
58 H 2.351 6.710 -5.972  0.330
59 H 3.955 7.050 -5.303  0.396
60 O -3.083 -6.054 1.771  -0.887
61 P -2.901 -6.332 3.259  1.066
62 N -3.150 -4.721 3.798  0.311
63 C -2.588 -4.095 4.977  -1.169
64 C -4.383 -4.054 3.412  -1.166
65 N -1.183 -6.601 3.160  0.182
66 C -0.297 -5.460 3.003  -1.230
67 C -0.819 -7.628 2.186  -1.131
68 N -2.871 -6.933 4.919  -0.017
69 C -4.224 -7.135 5.470  -1.106
70 C -2.078 -8.127 5.251  -0.932
71 H -3.333 -3.990 5.779  0.329
72 H -2.220 -3.096 4.722  0.302
73 H -1.749 -4.644 5.397  0.390
74 H -5.178 -4.222 4.151  0.321
75 H -4.750 -4.409 2.450  0.326
76 H -4.227 -2.976 3.312  0.329
77 H -0.593 -4.798 2.178  0.493
78 H 0.731 -5.784 2.828  0.375
79 H -0.253 -4.869 3.917  0.190
80 H -0.856 -7.257 1.156  0.304
81 H -1.498 -8.484 2.258  0.370
82 H 0.188 -8.004 2.386  0.346
83 H -4.187 -7.147 6.561  0.374
84 H -4.672 -8.069 5.119  0.376
85 H -4.894 -6.321 5.185  0.288
86 H -1.013 -7.917 5.202  0.267
87 H -2.307 -8.967 4.591  0.320
88 H -2.272 -8.438 6.280  0.385

Cartesian forces, eV/Å:
C -0.472 -1.048 -0.575
C 0.576 0.702 1.369
C 0.168 -0.297 -1.548
C -0.811 -0.613 1.383
C -0.039 -0.041 -0.803
C 0.972 1.954 0.971
C 1.006 1.124 -0.750
N -0.241 0.814 0.066
C -0.150 -0.048 1.066
C -1.027 -1.383 0.559
N -1.170 -0.210 1.946
S -0.341 -0.903 -0.038
N -0.192 -0.463 -0.910
C 0.815 0.690 -0.690
C -0.357 -1.271 -1.585
I 0.014 -0.423 -1.037
H 0.679 0.215 0.248
H -0.036 0.262 -0.559
H -0.577 0.034 0.121
H 0.443 0.192 0.234
H -0.395 -0.015 0.320
H 0.677 0.134 0.042
H -0.219 0.046 -0.504
H 0.482 0.469 -0.277
H 0.026 0.076 0.623
H 0.293 0.063 -0.607
H -0.099 0.613 -0.163
H 0.089 -0.230 0.278
H 0.190 -0.400 0.274
H -0.343 -0.009 0.577
O 1.513 -2.684 -2.295
P -1.389 5.291 4.729
N 0.197 -0.473 -0.191
C 0.465 -0.001 -0.244
C -0.471 -0.130 -0.025
N 0.299 0.854 -0.593
C 0.101 -0.237 0.447
C 0.110 -0.272 -0.101
N -0.715 -2.152 -1.904
C 0.158 -0.257 0.414
C -0.002 0.453 -0.183
H 0.003 0.004 0.045
H -0.035 -0.138 0.025
H -0.115 -0.091 -0.179
H 0.082 0.025 0.162
H -0.015 0.175 -0.120
H 0.106 0.057 -0.002
H -0.039 0.045 0.025
H -0.028 -0.133 -0.228
H -0.006 -0.133 0.089
H -0.009 -0.065 -0.046
H -0.073 -0.012 0.031
H 0.073 0.019 0.109
H -0.056 0.084 -0.083
H 0.145 0.009 -0.048
H -0.109 0.106 0.032
H -0.279 -0.143 0.102
H 0.123 0.066 -0.093
H -0.027 -0.353 0.134
O -2.777 -2.500 0.834
P 5.218 5.004 -0.081
N -0.469 -0.222 0.121
C -0.060 -0.283 0.427
C -0.048 0.029 -0.490
N 0.822 -0.601 0.336
C -0.234 0.511 0.193
C -0.282 -0.126 0.050
N -1.944 -1.908 -1.211
C -0.274 0.390 0.148
C 0.467 -0.173 0.051
H 0.004 0.042 0.009
H -0.127 0.023 -0.058
H -0.064 -0.168 -0.141
H 0.013 0.151 0.087
H 0.174 -0.112 0.013
H 0.052 -0.012 0.106
H 0.029 -0.001 -0.056
H -0.127 -0.264 -0.092
H -0.119 0.101 -0.028
H -0.061 -0.046 -0.023
H -0.001 0.037 -0.071
H 0.000 0.105 0.085
H 0.100 -0.072 -0.050
H -0.002 -0.058 0.128
H 0.133 0.054 -0.086
H -0.099 0.123 -0.288
H 0.049 -0.100 0.123
H -0.348 0.125 -0.075

---

Computed, not measured: a single C5H7NO molecule, with ωB97M-V with the def2-TZVPD basis set.

Summary:
LUMO: -0.3 eV
multiplicity: 1
largest force on an atom: 0.6 eV/A
ΔE to the lowest compared entry with this formula, charge and spin: 6.486 eV
electronic energy: -324.48610 a.u.
charge: 0
molar mass: 97.12 g mol⁻¹
gap between HOMO and LUMO: 8.442 eV
HOMO: -8.701 eV

Last column: Mulliken charge in e.
Geometry (Å):
1 O -1.450 0.498 1.711  -0.473
2 C -1.242 0.500 0.302  0.058
3 C 0.104 1.230 0.451  -0.640
4 C 0.785 -0.175 0.519  0.128
5 C 1.470 -0.452 -0.812  -0.539
6 N 0.125 -0.380 -1.467  -0.598
7 C -0.503 -0.727 -0.135  -0.405
8 H -1.556 1.424 1.985  0.353
9 H -2.109 0.859 -0.264  0.333
10 H -0.029 0.631 -1.604  0.366
11 H 1.220 -0.413 1.492  0.450
12 H 2.227 0.239 -1.193  0.286
13 H 1.840 -1.481 -0.897  0.259
14 H -0.882 -1.753 -0.088  0.422

Cartesian forces, eV/Å:
O 0.080 0.114 0.097
C -0.043 0.140 -0.345
C 0.038 -0.016 0.535
C 0.154 0.053 0.228
C 0.255 0.102 -0.043
N -0.060 -0.051 -0.205
C -0.238 -0.134 -0.007
H -0.027 -0.133 -0.002
H 0.198 0.081 0.092
H -0.211 -0.464 -0.363
H -0.038 -0.105 -0.175
H -0.128 -0.002 0.067
H 0.014 0.222 0.135
H 0.007 0.192 -0.014

---

Computed, not measured: a molecular structure, C4H8I2O, with ωB97M-V with the def2-TZVPD basis set.

Summary:
LUMO (alpha / beta): -0.5 / -1.2 eV
multiplicity: 1
largest force on an atom: 4.8 eV/A
ΔE to the lowest compared entry with this formula, charge and spin: 4.474 eV
electronic energy: -827.66460 a.u.
charge: 0
molar mass: 325.91 g mol⁻¹
gap between HOMO and LUMO (alpha / beta): 7.815 / 6.993 eV
HOMO (alpha / beta): -8.274 / -8.178 eV

Last column: Mulliken charge in e.
Geometry (Å):
1 C -0.924 -0.734 -1.594  -0.870
2 C 0.298 0.116 -1.316  0.162
3 C 1.177 -0.403 -0.264  -0.892
4 C -0.080 0.521 1.819  -0.164
5 O 0.807 0.660 2.824  -0.413
6 I -1.575 -1.011 2.366  0.028
7 I -1.079 2.387 1.116  0.046
8 H -1.577 -0.149 -2.184  0.363
9 H -0.457 -1.648 -2.211  0.257
10 H -1.379 -1.226 -0.617  0.088
11 H 0.793 0.372 -2.354  0.297
12 H -0.107 1.049 -1.084  0.006
13 H 1.375 -1.430 -0.282  0.338
14 H 1.927 0.134 0.303  0.391
15 H 0.801 1.362 3.478  0.364

Cartesian forces, eV/Å:
C 1.935 -4.280 0.764
C 0.536 0.337 -1.799
C -0.150 1.637 0.998
C -0.206 -0.081 0.036
O 0.448 -0.766 -0.995
I 0.253 0.391 -0.104
I 0.547 -0.784 0.528
H -1.113 0.090 -0.520
H -1.672 1.651 1.054
H 0.685 1.396 -2.121
H -0.298 -0.791 1.813
H -0.121 1.846 0.821
H -0.136 -1.620 0.313
H -0.016 0.473 -0.549
H -0.691 0.501 -0.239

---

Computed, not measured: 2 unconnected molecules or ions with the total composition C3H10N3, with ωB97M-V with the def2-TZVPD basis set.

Summary:
LUMO (alpha / beta): -12.3 / -13.2 eV
multiplicity: 2
largest force on an atom: 8.0 eV/A
ΔE to the lowest compared entry with this formula, charge and spin: 8.206 eV
electronic energy: -283.58683 a.u.
⟨S²⟩: 0.753
charge: +2
molar mass: 88.13 g mol⁻¹
gap between HOMO and LUMO (alpha / beta): 8.192 / 7.354 eV
HOMO (alpha / beta): -20.499 / -20.507 eV

Last column: Mulliken charge in e.
Geometry (Å):
1 N 0.916 -0.956 1.470  -0.359
2 C 0.730 -0.631 0.012  0.315
3 N 1.841 -1.209 -0.613  -0.526
4 N 0.584 0.983 -0.642  -0.424
5 H 0.379 -0.237 1.951  0.330
6 H 0.445 -1.825 1.676  0.345
7 H 2.576 -0.848 -0.015  0.396
8 H 1.758 -2.138 -0.226  0.323
9 H 1.583 1.052 -0.485  0.343
10 H 0.453 0.438 -1.511  0.360
11 C -2.652 0.666 -0.546  -0.216
12 C -1.715 1.298 0.187  0.004
13 H -2.667 -0.415 -0.699  0.292
14 H -3.382 1.294 -1.132  0.299
15 H -1.159 0.616 0.801  0.165
16 H -1.549 2.344 0.218  0.353

Cartesian forces, eV/Å:
N -4.297 2.499 -3.778
C 6.454 2.912 3.783
N -3.176 -0.646 -1.149
N -1.629 -5.728 1.531
H 0.009 0.007 0.882
H 0.394 -1.236 0.607
H 1.025 0.441 -0.363
H 0.814 -1.397 -0.384
H 0.653 1.005 -0.499
H 0.456 1.561 -0.871
C -2.756 0.138 -3.205
C 1.782 -0.302 1.517
H -0.108 0.221 0.132
H 0.415 -0.916 0.772
H -0.098 0.596 0.929
H 0.063 0.843 0.095

---

Computed, not measured: 2 unconnected molecules or ions with the total composition C25H25FN3O, with ωB97M-V with the def2-TZVPD basis set.

Summary:
LUMO: 1.3 eV
multiplicity: 1
largest force on an atom: 4.6 eV/A
electronic energy: -1306.85812 a.u.
charge: -1
molar mass: 402.49 g mol⁻¹
gap between HOMO and LUMO: 3.981 eV
HOMO: -2.695 eV

Last column: Mulliken charge in e.
Geometry (Å):
1 C 3.892 3.862 -0.444  -1.242
2 C 3.436 2.350 -0.347  0.990
3 C 2.938 1.767 0.923  -0.582
4 C 2.538 0.337 0.971  -0.630
5 C 2.620 -0.556 -0.225  -0.052
6 C 2.230 -2.070 -0.123  -0.097
7 C 0.769 -2.389 -0.599  0.742
8 C -0.245 -1.356 -0.451  -0.828
9 C -1.692 -1.557 -0.829  0.067
10 N -2.559 -0.489 -0.618  -0.501
11 C -3.845 -0.791 -0.953  0.312
12 C -4.908 0.331 -0.717  0.206
13 C -5.040 1.457 -1.649  -0.318
14 C -5.983 2.592 -1.498  -0.446
15 C -6.848 2.446 -0.279  -0.384
16 C -6.620 1.243 0.532  -0.061
17 N -5.716 0.234 0.386  -0.442
18 C -4.254 -2.108 -1.526  -0.261
19 N -3.434 -3.166 -1.790  -0.665
20 C -2.137 -2.846 -1.398  0.333
21 C -1.080 -3.917 -1.574  -0.918
22 C 0.322 -3.716 -1.192  0.862
23 C 1.333 -4.901 -1.383  0.108
24 C 2.434 -4.531 -2.483  -1.126
25 F 1.980 -5.230 -0.156  -0.342
26 C 3.109 0.086 -1.473  -0.159
27 C 3.506 1.495 -1.568  -0.694
28 H 3.142 4.378 -1.122  0.275
29 H 3.825 4.384 0.547  0.295
30 H 4.905 3.969 -0.925  0.304
31 H 2.868 2.364 1.901  0.302
32 H 2.161 -0.112 1.934  0.390
33 H 2.981 -2.660 -0.711  0.137
34 H 2.268 -2.326 0.981  0.274
35 H 0.051 -0.373 0.000  0.427
36 H -4.357 1.466 -2.544  0.305
37 H -6.070 3.436 -2.218  0.368
38 H -7.621 3.217 -0.014  0.303
39 H -7.306 1.140 1.424  0.307
40 H -5.347 -2.243 -1.765  0.385
41 H -1.406 -4.913 -1.982  0.211
42 H 0.732 -5.805 -1.691  0.384
43 H 2.579 -5.371 -3.216  0.326
44 H 3.409 -4.457 -1.906  0.325
45 H 2.202 -3.545 -2.981  0.266
46 H 3.165 -0.570 -2.383  0.242
47 H 3.899 1.941 -2.522  0.274
48 C 2.151 4.174 4.818  -1.064
49 C 2.146 2.652 5.090  -0.463
50 O 2.512 2.022 3.965  -0.757
51 H 1.445 4.445 4.027  0.224
52 H 1.854 4.722 5.726  0.423
53 H 3.146 4.530 4.532  0.229
54 H 1.133 2.439 5.501  0.218
55 H 2.787 2.521 5.992  0.219

Cartesian forces, eV/Å:
C -1.104 -0.635 -0.386
C -0.324 -1.749 0.156
C 0.197 -1.167 -1.650
C 0.590 0.219 -2.058
C 0.660 3.251 0.378
C -0.299 0.716 0.083
C -2.643 0.758 -0.630
C 0.178 -2.096 -0.551
C 1.239 -0.427 0.081
N -1.748 -2.409 -1.158
C 0.711 -0.230 -0.016
C -0.809 1.397 -0.504
C -0.332 0.725 -0.017
C -0.249 -3.337 3.135
C 2.388 -1.299 -1.798
C -0.914 1.310 0.040
N -0.045 1.563 -1.852
C 0.067 0.047 0.063
N 0.311 3.717 1.637
C 2.292 -1.063 -0.100
C 1.604 1.433 1.058
C -2.004 0.824 0.397
C -0.519 0.775 -0.906
C 0.289 -0.415 1.085
F -0.583 0.363 -1.044
C -0.245 0.388 1.187
C -0.710 -0.765 2.652
H 0.902 -0.440 0.673
H 0.306 -0.667 -0.879
H -0.937 -0.147 0.666
H 0.045 -0.967 -1.180
H 0.553 0.841 -0.983
H -0.765 0.354 0.768
H 0.206 -0.006 -1.331
H -0.447 -1.034 -0.589
H -0.754 -0.059 1.097
H 0.227 -0.912 0.707
H 0.911 -1.094 -0.185
H 0.943 0.026 -0.999
H 1.320 0.177 0.263
H 0.341 1.226 0.471
H 0.747 0.866 0.390
H -0.349 0.943 0.559
H -1.057 0.111 -0.797
H 0.275 -1.242 0.464
H 0.016 0.781 0.843
H -0.522 -0.672 1.057
C -0.248 0.470 0.763
C 0.150 1.183 -0.725
O 0.038 -0.872 -0.136
H 0.056 -0.191 -0.046
H -0.016 0.171 0.025
H -0.004 -0.194 -0.064
H -0.327 -0.288 -0.163
H 0.392 -0.256 0.049